# 1
21
Properties=species:S:1:pos:R:3 method="wB97M-V/def2-TZVPD" multiplicity=3 e_above_lowest_kj_mol=0.0 s_squared=2.006 total_charge=+1 orbital_gap_ev="4.94 / 8.38"
C 2.95189 -0.69347 -0.13231
C 0.03944 0.23570 0.87652
C 0.75669 0.60822 -0.42272
C -1.41963 0.18829 0.81474
C 2.26737 0.65708 -0.16861
C -3.52991 0.20940 -0.39842
N -2.10282 0.27520 -0.26414
O 2.00910 -1.73959 -0.04487
O 2.85519 1.68812 -0.01836
H 3.65316 -0.70531 0.71187
H 0.39096 -0.75887 1.19318
H 0.33185 0.91256 1.68781
H 0.57720 -0.14693 -1.18899
H 0.44837 1.59857 -0.76261
H -1.96017 0.06605 1.75134
H 3.54794 -0.76670 -1.05409
H -4.01691 0.24382 0.57417
H -3.88038 1.04138 -1.01013
H -3.80801 -0.71722 -0.90533
H -1.58880 0.38363 -1.14093
H 2.47748 -2.57995 -0.09814



# 2
28
Properties=species:S:1:pos:R:3 method="wB97M-V/def2-TZVPD" multiplicity=2 s_squared=0.755 total_charge=+2 orbital_gap_ev="10.07 / 6.33"
Cu -0.49128 0.75881 1.13349
O 0.94827 -1.03195 -0.21020
C 0.90255 -1.25617 -1.41740
O -1.32617 0.41276 -0.55222
C -1.34089 -0.24735 -1.60346
O -2.43680 -0.27575 -2.36836
N -0.29487 -0.94972 -2.16119
C -2.10589 -1.08042 -3.57624
C -0.64697 -1.42932 -3.50782
H -2.36751 -0.44834 -4.42127
H -2.72931 -1.97475 -3.52765
H -0.07281 -0.87557 -4.25705
H -0.46087 -2.50112 -3.60646
C 1.96751 -1.79706 -2.28654
C 3.05319 -2.36676 -1.71389
H 1.84158 -1.70811 -3.38343
H 3.11502 -2.53914 -0.62507
H 3.89335 -2.68242 -2.34950
N 1.01949 1.27258 2.96485
N 0.40241 2.02880 4.04815
C -0.88477 2.38276 3.94951
N -1.35659 3.10150 5.02114
S -1.72630 1.90985 2.56791
H 1.82786 1.84419 2.68658
H 1.41496 0.44212 3.42521
H 0.96149 2.29562 4.88065
H -2.31606 3.40928 5.05457
H -0.79059 3.30569 5.83570



# 3
81
Properties=species:S:1:pos:R:3 method="wB97M-V/def2-TZVPD" multiplicity=6 s_squared=8.774 orbital_gap_ev="6.39 / 6.43"
O 1.38646 0.18865 -2.49615
C 0.48852 0.10430 -3.30511
C -0.04910 1.32438 -3.89161
C 0.10991 2.58283 -3.23849
H 0.24967 2.61833 -2.15630
C 0.14245 3.75105 -3.99953
H 0.22401 4.72788 -3.50528
C 0.14523 3.65278 -5.40415
H 0.20723 4.55463 -6.02367
C -0.07721 2.41862 -6.03698
H -0.13545 2.33981 -7.12892
C -0.20853 1.27644 -5.27633
H -0.34252 0.29588 -5.74814
H 0.04746 -0.87825 -3.62652
C -2.15472 -1.34084 -3.15083
C -1.82734 -0.56140 -1.90487
H -2.41324 -0.61209 -3.97819
H -3.02052 -2.02633 -2.98981
H -1.36080 -2.00254 -3.55336
C -2.42778 0.72821 -1.71577
C -3.90652 0.83607 -1.85195
H -1.86286 1.62453 -1.89242
H -4.17776 0.93737 -2.91605
H -4.23294 1.72485 -1.30000
H -4.30796 -0.08189 -1.37234
Ru -1.89055 -0.57998 -0.07282
Cl -3.52167 -2.14624 -0.31347
C -1.71523 -0.67187 2.81896
O -1.14941 -1.30981 1.89404
N -1.27126 -0.82512 4.07390
C -0.32486 -1.90826 4.41066
C -2.07848 -0.26755 5.15022
H -2.54595 0.05274 2.62964
H 0.19762 -2.21664 3.49446
H -0.88453 -2.77787 4.82021
H 0.41127 -1.49985 5.13010
H -2.55122 0.64645 4.76832
H -1.43625 0.00446 6.00279
H -2.89461 -0.95751 5.44679
H 4.74544 1.43755 -2.35579
H 5.13435 0.60635 0.08275
C 3.70593 1.09785 -2.36281
C 4.04090 0.77172 0.04639
N 3.50521 0.26814 -1.19515
H 3.47146 0.53127 -3.26281
C 2.68423 -0.84952 -1.16497
O 1.92189 -1.17722 -0.26135
H 3.58150 0.29509 0.91856
H 2.89183 -1.50592 -2.01800
H 3.03110 1.95915 -2.29498
H 3.87078 1.85376 0.12204
H -0.29044 -5.82912 0.43249
H 1.79435 -5.54126 -1.21454
C -0.86757 -5.36953 -0.38509
C 1.08255 -5.03650 -1.89174
N -0.01822 -4.46399 -1.14500
H -1.71607 -4.82453 0.03850
C -0.15867 -3.14156 -1.04734
O -0.94831 -2.70751 -0.15363
H 1.61044 -4.22920 -2.41340
H 0.41041 -2.50118 -1.72993
H -1.23618 -6.16496 -1.04862
H 0.71887 -5.76950 -2.63037
C 1.04435 1.69389 6.48852
C 0.75764 1.93604 5.04178
C 1.37823 1.12613 4.08332
C 1.08739 1.27182 2.73537
C 0.24923 2.30134 2.32050
C -0.43457 3.08635 3.26640
C -0.15902 2.90926 4.62488
S -0.10447 2.32273 0.57128
O -0.58516 3.64077 0.26516
O 1.09972 1.91861 -0.11785
O -1.20083 1.25290 0.52157
H 0.60413 0.75787 6.85096
H 2.12331 1.62306 6.63858
H 0.65513 2.50104 7.10816
H 2.08463 0.35605 4.40618
H 1.46658 0.56454 1.99571
H -1.18907 3.80592 2.95345
H -0.68359 3.49607 5.38976



# 4
24
Properties=species:S:1:pos:R:3 method="wB97M-V/def2-TZVPD" e_above_lowest_kj_mol=667.9 orbital_gap_ev=8.30
C -0.23211 1.24565 0.51672
C -1.51182 1.18353 1.28963
C -1.66851 -0.33242 1.85306
C -0.87489 -1.13032 0.89188
C 1.02455 -0.20317 -0.90423
C 0.28030 -0.08746 0.46375
C 1.26728 0.01170 1.60499
C 0.94331 0.25118 -3.28893
N -1.03457 -0.45710 -2.18071
N 0.08723 -0.09153 -2.16678
H -1.56380 1.93156 2.12184
H -2.12382 1.51697 0.41194
H -1.33789 -0.39879 2.88930
H -2.69701 -0.50707 2.05540
H -0.51669 -2.18194 1.26096
H -1.39171 -1.27344 -0.08820
H 1.73383 0.60015 -1.01605
H 1.55763 -1.11627 -0.94764
H 1.98860 0.79837 1.49355
H 1.88991 -0.84154 1.73158
H 0.77814 0.14683 2.61568
H 1.90446 -0.17964 -3.08171
H 0.57816 -0.18054 -4.15220
H 0.91941 1.29529 -3.37383



# 5
46
Properties=species:S:1:pos:R:3 method="wB97M-V/def2-TZVPD" multiplicity=5 e_above_lowest_kj_mol=1095.0 s_squared=6.026 total_charge=+2 orbital_gap_ev="5.54 / 6.26"
C -1.26197 -1.31757 1.52495
I -2.10950 -0.95522 -0.33100
H -0.15410 -1.40490 1.97615
H -2.12412 -0.94280 2.12445
H -0.39368 -0.49972 1.45569
Ir 2.15380 1.62185 0.42192
P -1.24900 -3.15488 0.72593
C -2.79951 -3.22711 1.73501
C -0.58295 -4.08554 -0.66353
H -0.65392 -5.11051 -0.12084
H -0.38965 -4.95730 1.98080
H 0.50337 -3.94628 -0.70974
H 1.06793 -3.81481 1.49898
H -3.54875 -2.66826 1.10387
H -1.15194 -4.00846 -1.66031
C -0.01670 -3.83386 1.92258
H -3.06080 -4.29334 1.90038
H 0.04566 -3.51886 2.99522
H -2.70742 -2.70560 2.70772
P 2.16146 1.60564 -1.76151
C 1.72961 3.30513 -2.13610
C 3.84609 1.44585 -1.08434
H 2.73325 -0.40517 -3.18621
H 2.69867 1.13301 -4.17001
H 1.09970 0.38579 -3.68805
C 2.18554 0.59423 -3.31254
H 4.21064 0.42570 -1.16479
H 4.48029 2.17225 -1.64811
H 2.66674 3.79880 -2.46109
H 1.30592 3.74304 -1.19388
H 3.79730 1.84885 0.03472
H 1.00546 3.19305 -2.97635
Cl 1.72958 -0.79000 -0.24529
C -2.24157 1.41304 1.48896
P -0.77466 1.58806 0.25643
C -1.74794 2.52042 -0.95453
C -0.04629 2.87767 1.34853
H -3.01916 1.01026 0.94544
H -2.52263 2.48483 1.73240
H -1.87179 0.88995 2.39860
H -2.55053 1.83424 -1.30691
H -2.18755 3.23245 -0.26100
H -1.22176 3.01809 -1.72442
H -0.46822 3.77360 0.92138
H -0.25664 2.64205 2.43391
H 1.69174 3.08234 1.12656



# 6
89
Properties=species:S:1:pos:R:3 method="wB97M-V/def2-TZVPD" multiplicity=2 e_above_lowest_kj_mol=311.2 s_squared=0.754 orbital_gap_ev="5.20 / 5.27"
C -4.43001 1.56262 1.48431
C -4.87763 0.66110 0.39125
H -4.28639 2.59247 1.12489
H -3.47119 1.20019 1.88051
H -5.16452 1.58305 2.30497
C -6.05992 0.91823 -0.21028
C -6.86426 2.12913 0.08766
H -6.52459 0.21499 -0.89718
H -6.26574 3.04862 0.12915
H -7.39407 2.05114 1.04770
H -7.62150 2.25706 -0.68920
Ti 0.45939 -0.40435 1.61395
Cl 0.66300 -1.08724 3.70848
Cl -1.03050 -2.15636 1.19724
C 1.75918 -2.70587 0.62180
O 1.75834 -1.43603 0.49519
N 2.17887 -3.47338 -0.36267
C 2.79739 -2.87778 -1.54776
C 1.88963 -4.89959 -0.37650
H 1.39729 -3.17645 1.54612
H 3.59118 -2.17556 -1.26961
H 2.05189 -2.37198 -2.17764
H 3.22879 -3.71443 -2.10678
H 2.12720 -5.34887 0.59295
H 2.50529 -5.36349 -1.15145
H 0.83133 -5.09514 -0.60121
H 0.80363 5.18006 2.00269
H -1.23786 2.48035 0.33663
C 0.84635 4.98341 0.92134
C -0.69113 3.32440 -0.11092
N 0.54308 3.59074 0.63527
H 1.85254 5.23896 0.56315
C 1.32075 2.65373 1.17394
O 1.14290 1.40698 1.02362
H -0.49624 3.11151 -1.17109
H 2.17213 2.99930 1.78812
H 0.10540 5.59224 0.40343
H -1.30431 4.22459 -0.03486
O -2.67841 -0.03243 -0.33970
C -3.98306 -0.52397 0.04214
C -4.97849 -0.96097 -2.22870
C -4.56176 -1.46840 -0.99178
H -4.94475 0.11985 -2.38434
C -5.46420 -1.82909 -3.20703
H -3.83039 -1.06984 0.98523
C -4.68805 -2.82540 -0.69914
H -5.73976 -1.41522 -4.18386
C -5.58730 -3.19274 -2.91917
C -5.22585 -3.68842 -1.66055
H -4.37009 -3.16635 0.28998
H -5.98867 -3.86639 -3.67842
H -5.34695 -4.74440 -1.41650
Si -1.59635 -0.52122 -1.55153
Cl -1.43202 0.95643 1.91924
C -2.26283 0.11855 -3.21647
C -1.49846 -2.38125 -1.82398
C 0.10521 0.25483 -1.55334
H -2.81408 -0.65271 -3.77670
H -1.41170 0.43225 -3.84369
H -2.92282 0.98597 -3.08422
H 0.23090 1.06786 -0.83553
H 0.24541 0.69715 -2.55333
H 0.91428 -0.47201 -1.41562
H -2.23018 -2.69118 -2.58654
H -1.70787 -2.96384 -0.91794
H -0.49978 -2.67905 -2.17939
C 5.16734 2.61800 1.47213
N 5.03604 1.92930 0.15564
C 6.38166 1.75467 -0.47018
C 4.20609 0.61583 0.16878
C 4.24568 0.01627 1.52345
C 5.44384 -0.62527 1.94752
C 5.65767 -0.84503 3.30343
C 4.68874 -0.44720 4.22906
C 3.46142 0.08490 3.77572
C 3.23066 0.12651 2.43114
H 5.85646 2.05099 2.10299
H 4.19152 2.70001 1.94725
H 5.57546 3.61392 1.28345
H 4.51212 2.56580 -0.46510
H 7.00514 1.13587 0.18731
H 6.25250 1.26961 -1.44718
H 6.83425 2.74448 -0.59842
H 3.19825 0.90076 -0.14945
H 4.65566 -0.02976 -0.59262
H 6.18738 -0.90097 1.19309
H 6.57938 -1.33502 3.63376
H 4.87102 -0.55151 5.29987
H 2.72402 0.40145 4.51203



Electronic energy, respectively: -11990.51487, -75015.12571, -73399.72024, -11496.55833, -62155.76350, -110042.16356 eV.